Here is a 3-piece molecular cluster, C34H25N3O5 overall from the OMol25 dataset. Energies are from ωB97M-V with the def2-TZVPD basis set.

```
! wB97M-V def2-TZVPD RIJCOSX def2/J DEFGRID3
* xyz 0 1
N -4.52 -2.38 0.05
C -3.52 -2.86 0.15
C -2.03 -3.14 0.31
N -1.29 -1.92 0.54
C -1.82 -4.29 1.42
C -1.25 -5.51 0.70
N -1.17 -6.42 0.03
C -0.77 -3.88 2.50
C -0.41 -5.00 3.51
O -1.50 -5.40 4.33
H -1.68 -3.54 -0.66
H -1.57 -1.47 1.41
H -0.29 -2.06 0.48
H -2.79 -4.53 1.89
H 0.18 -3.63 1.97
H -1.08 -2.97 3.04
H 0.34 -4.58 4.20
H 0.06 -5.86 3.00
H -2.31 -5.47 3.80
O 3.34 4.41 4.03
C 2.98 3.26 3.88
C 3.06 2.28 5.00
C 3.53 2.70 6.24
C 3.58 1.80 7.30
C 3.15 0.49 7.13
C 2.69 0.07 5.89
C 2.65 0.96 4.82
C 2.17 0.49 3.49
O 1.86 -0.68 3.32
C 2.07 1.47 2.38
C 1.59 1.05 1.15
C 1.46 1.95 0.11
C 1.80 3.29 0.30
C 2.30 3.71 1.53
C 2.44 2.80 2.57
H 3.87 3.72 6.37
H 3.95 2.13 8.26
H 3.17 -0.20 7.96
H 2.36 -0.96 5.76
H 1.32 0.01 1.00
H 1.08 1.63 -0.85
H 1.69 4.00 -0.50
H 2.57 4.75 1.68
O -2.81 3.15 -6.28
C -2.16 2.28 -5.73
C -0.82 1.89 -6.24
C -0.29 2.55 -7.34
C 0.98 2.23 -7.80
C 1.72 1.24 -7.16
C 1.19 0.57 -6.07
C -0.09 0.88 -5.61
C -0.65 0.14 -4.45
O -0.03 -0.77 -3.94
C -1.98 0.54 -3.93
C -2.51 -0.12 -2.83
C -3.74 0.27 -2.31
C -4.45 1.31 -2.90
C -3.93 1.97 -4.01
C -2.70 1.58 -4.53
H -0.86 3.32 -7.84
H 1.39 2.75 -8.66
H 2.72 1.00 -7.51
H 1.77 -0.20 -5.58
H -1.96 -0.93 -2.37
H -4.15 -0.25 -1.45
H -5.40 1.62 -2.49
H -4.48 2.78 -4.46
*
```

Computed properties:
Max |F| ... 0.1024 hartree/bohr
Frontier orbital gap ... 8.58 eV
Energy ... -50371.0061 eV
E_HOMO ... -9.810 eV

---

Here is an isolated ion of composition C3H10NOS2 and charge +1 from the OMol25 dataset. Energies are from ωB97M-V with the def2-TZVPD basis set.

```
! wB97M-V def2-TZVPD RIJCOSX def2/J DEFGRID3
* xyz 1 3
C -0.90 -1.12 -0.32
C -0.78 0.19 -1.20
C 0.09 -0.98 0.99
N -0.62 1.46 -0.42
O 1.46 1.24 1.24
S 2.68 -0.04 -1.01
S 1.81 -0.08 0.63
H -1.83 -1.22 0.21
H -0.85 -2.14 -0.79
H -1.80 0.27 -1.62
H 0.04 0.10 -1.87
H 0.21 -1.89 1.58
H -0.62 -0.37 1.69
H -0.29 2.07 -1.14
H 0.12 1.54 0.39
H -1.47 1.65 0.00
H 2.74 -0.69 1.65
*
```

Computed properties:
Relative energy (zero: lowest compared OMol25 entry of this formula, charge and spin) ... 2.702 eV
Max |F| ... 0.1198 hartree/bohr
Frontier orbital gap (spin up / spin down) ... 6.30 / 6.75 eV
Energy ... -28467.2684 eV
⟨S²⟩ ... 2.0120
E_HOMO (spin up / spin down) ... -9.682 / -14.474 eV

---

Here is a 8-piece molecular cluster, C49H50FO6 overall from the OMol25 dataset. Energies are from ωB97M-V with the def2-TZVPD basis set.

```
! wB97M-V def2-TZVPD RIJCOSX def2/J DEFGRID3
* xyz -1 1
C 5.39 0.17 1.75
O 5.19 -0.15 0.40
C 5.30 0.94 -0.48
C 4.01 1.32 -1.18
O 4.01 2.32 -1.86
O 2.94 0.54 -1.05
C 2.51 0.40 0.32
C 2.45 -1.06 0.78
C 2.17 -2.03 -0.31
O 1.61 -1.87 -1.34
F 2.64 -3.27 0.02
C 1.15 1.08 0.63
O 0.32 1.20 -0.29
O 1.05 1.36 1.82
H 4.46 0.41 2.26
H 5.84 -0.68 2.24
H 6.06 1.01 1.92
H 6.04 0.69 -1.23
H 5.66 1.84 0.00
H 3.22 0.91 0.95
H 1.63 -1.13 1.49
H 3.36 -1.33 1.29
C 6.32 5.16 -1.57
C 6.01 4.66 -2.82
C 6.49 5.31 -3.96
C 7.29 6.44 -3.83
C 7.60 6.93 -2.57
C 7.12 6.29 -1.44
H 5.94 4.66 -0.68
H 5.39 3.78 -2.92
H 6.24 4.93 -4.94
H 7.66 6.94 -4.71
H 8.22 7.81 -2.47
H 7.36 6.67 -0.45
C -3.42 -0.26 -0.99
C -2.47 -0.29 0.02
C -2.76 -0.95 1.22
C -3.99 -1.57 1.39
C -4.94 -1.54 0.38
C -4.66 -0.88 -0.81
H -3.20 0.25 -1.92
H -1.52 0.20 -0.12
H -2.02 -0.96 2.01
H -4.21 -2.08 2.32
H -5.90 -2.02 0.51
H -5.40 -0.85 -1.60
C 3.58 2.03 4.86
C 3.64 3.39 5.14
C 4.60 3.87 6.02
C 5.50 3.00 6.62
C 5.44 1.64 6.34
C 4.48 1.16 5.47
H 2.83 1.65 4.18
H 2.94 4.06 4.67
H 4.65 4.93 6.24
H 6.25 3.38 7.30
H 6.14 0.96 6.80
H 4.43 0.10 5.25
C 9.20 0.22 2.29
C 10.26 -0.14 3.11
C 10.90 -1.37 2.93
C 10.47 -2.23 1.93
C 9.41 -1.87 1.11
C 8.77 -0.65 1.29
H 8.70 1.17 2.44
H 10.60 0.53 3.89
H 11.72 -1.65 3.57
H 10.96 -3.18 1.78
H 9.08 -2.54 0.32
H 7.94 -0.37 0.66
C -4.07 5.35 -2.87
C -2.69 5.34 -2.71
C -2.08 4.35 -1.97
C -2.84 3.35 -1.38
C -4.22 3.35 -1.54
C -4.84 4.35 -2.28
H -4.55 6.13 -3.45
H -2.10 6.12 -3.17
H -1.00 4.35 -1.84
H -2.36 2.57 -0.80
H -4.82 2.57 -1.09
H -5.92 4.35 -2.40
C -6.80 -4.17 -3.25
C -5.85 -4.20 -2.24
C -6.13 -4.86 -1.04
C -7.36 -5.48 -0.87
C -8.31 -5.44 -1.89
C -8.03 -4.78 -3.07
H -6.57 -3.65 -4.18
H -4.89 -3.72 -2.37
H -5.40 -4.88 -0.25
H -7.58 -5.99 0.06
H -9.27 -5.93 -1.75
H -8.77 -4.75 -3.86
C -13.29 -7.51 -2.01
C -14.39 -6.94 -1.40
C -14.46 -5.57 -1.22
C -13.42 -4.76 -1.67
C -12.31 -5.33 -2.29
C -12.25 -6.71 -2.46
H -13.24 -8.59 -2.15
H -15.21 -7.57 -1.05
H -15.31 -5.12 -0.74
H -13.47 -3.69 -1.54
H -11.50 -4.71 -2.64
H -11.39 -7.16 -2.94
*
```

Computed properties:
Max |F| ... 0.0380 hartree/bohr
Frontier orbital gap ... 7.52 eV
Energy ... -66627.9014 eV
E_HOMO ... -5.479 eV

---

Here is C35H37N2O2SSc as an isolated structure from the OMol25 dataset. Energies are from ωB97M-V with the def2-TZVPD basis set.

```
! wB97M-V def2-TZVPD RIJCOSX def2/J DEFGRID3
* xyz 0 1
Sc -0.88 -0.17 0.47
C 1.09 0.14 -2.50
C -0.18 -0.50 -3.04
C -0.81 0.37 -4.13
C -1.15 -0.83 -1.92
C -2.24 0.04 -1.57
C -3.17 -0.34 -0.59
C -2.99 -1.47 0.19
C -3.94 -1.82 1.30
C -1.91 -2.36 -0.16
C -1.06 -2.04 -1.23
H 1.75 0.44 -3.33
H 1.65 -0.54 -1.85
H 0.87 1.04 -1.92
H 0.09 -1.46 -3.49
H -0.99 1.39 -3.77
H -1.76 -0.03 -4.48
H -0.13 0.44 -4.98
H -2.39 0.97 -2.10
H -4.00 0.33 -0.37
H -4.92 -2.11 0.91
H -4.09 -0.96 1.97
H -3.57 -2.65 1.90
H -1.79 -3.29 0.37
H -0.28 -2.73 -1.50
O -2.36 1.40 1.33
S -1.44 2.54 1.01
O -1.32 3.50 2.07
N -0.12 1.88 0.45
C 0.84 1.38 1.45
C 1.39 1.98 2.56
C 2.48 1.49 3.36
C 3.25 0.31 3.39
C 2.94 -0.91 2.73
C 3.73 -1.88 2.14
C 3.21 -2.53 0.98
C 2.03 -2.24 0.37
N 1.12 -1.29 0.96
C 1.53 -0.86 2.31
C -2.13 3.32 -0.41
C -1.37 3.59 -1.54
C -1.99 4.21 -2.62
C -3.33 4.55 -2.57
C -4.07 4.28 -1.43
C -3.47 3.67 -0.34
H 1.06 2.99 2.80
H 2.83 2.24 4.06
H 4.17 0.35 3.96
H 4.79 -1.96 2.37
H 3.82 -3.27 0.49
H 1.67 -2.75 -0.51
H -0.33 3.32 -1.56
H -1.41 4.43 -3.51
H -3.80 5.03 -3.42
H -5.12 4.55 -1.38
H -4.04 3.45 0.56
C -0.90 -0.49 3.19
C 0.45 -1.17 3.40
C 0.22 -2.69 3.26
C 1.59 0.13 1.17
C 0.94 -0.87 4.82
C 0.49 0.24 5.53
C 0.94 0.50 6.82
C 1.85 -0.34 7.42
C 2.31 -1.45 6.73
C 1.85 -1.71 5.45
H -1.40 -0.82 2.26
H -0.86 0.59 3.21
H -1.62 -0.83 3.94
H -0.30 -2.91 2.32
H -0.39 -3.05 4.09
H 1.15 -3.24 3.24
H 2.60 0.29 0.79
H -0.21 0.94 5.09
H 0.57 1.37 7.34
H 2.21 -0.14 8.42
H 3.03 -2.12 7.18
H 2.24 -2.57 4.92
*
```

Computed properties:
Relative energy (zero: lowest compared OMol25 entry of this formula, charge and spin) ... 0.000 eV
Max |F| ... 0.0186 hartree/bohr
Frontier orbital gap (spin up / spin down) ... 4.79 / 6.13 eV
Energy ... -75502.6710 eV
E_HOMO (spin up / spin down) ... -4.937 / -6.115 eV

---

Here is a 2-piece molecular cluster, C7H12FN2 overall from the OMol25 dataset. Energies are from ωB97M-V with the def2-TZVPD basis set.

```
! wB97M-V def2-TZVPD RIJCOSX def2/J DEFGRID3
* xyz 1 1
C -2.37 -1.72 -0.47
C -0.97 -1.97 -0.38
C -2.98 -0.57 -0.29
C 0.51 1.99 0.72
C -0.13 -1.23 0.30
C 1.33 1.05 0.25
C 1.23 0.60 -1.22
N -3.56 0.43 0.00
N 2.30 0.43 1.07
F 1.23 -1.50 0.32
H -3.04 -2.46 -0.85
H -0.58 -2.89 -0.78
H -0.37 2.34 0.16
H 0.65 2.29 1.72
H -0.41 -0.39 0.88
H 0.36 0.99 -1.73
H 1.25 -0.55 -1.35
H 2.16 1.06 -1.72
H -4.15 1.15 -0.39
H 2.87 1.13 1.73
H 2.96 0.01 0.41
H 1.73 -0.19 1.62
*
```

Computed properties:
Relative energy (zero: lowest compared OMol25 entry of this formula, charge and spin) ... 3.598 eV
Max |F| ... 0.1045 hartree/bohr
Frontier orbital gap ... 7.74 eV
Energy ... -13140.3858 eV
E_HOMO ... -11.141 eV

---

Here is a 2-piece molecular cluster, C20H33N3O6 overall from the OMol25 dataset. Energies are from ωB97M-V with the def2-TZVPD basis set.

```
! wB97M-V def2-TZVPD RIJCOSX def2/J DEFGRID3
* xyz 0 1
C 1.16 4.26 -0.94
O 0.04 3.39 -0.75
C -0.04 2.79 0.46
O 0.81 2.94 1.32
C -1.33 2.00 0.57
C -2.51 2.93 0.97
C -3.13 2.35 2.23
C -2.42 1.03 2.50
N -1.28 1.00 1.60
C -0.47 -0.11 1.60
C 0.88 -0.10 1.36
C 1.81 -1.10 1.94
C 1.14 -2.41 2.43
C -0.23 -2.60 1.80
C -1.13 -1.40 2.06
H 0.97 4.76 -1.89
H 1.22 4.99 -0.12
H 2.10 3.70 -0.98
H -1.49 1.55 -0.42
H -2.19 3.97 1.11
H -3.23 2.92 0.14
H -3.02 3.00 3.10
H -4.20 2.17 2.08
H -2.08 0.94 3.54
H -3.10 0.19 2.30
H 1.34 0.77 0.91
H 2.57 -1.32 1.17
H 2.37 -0.64 2.78
H 1.80 -3.26 2.19
H 1.04 -2.37 3.53
H -0.05 -2.66 0.72
H -0.72 -3.55 2.09
H -1.37 -1.33 3.13
H -2.06 -1.52 1.49
C -3.75 -0.97 -2.53
C -2.93 -2.16 -2.11
C -3.59 -3.10 -1.14
O -1.70 -1.56 -1.53
C -0.61 -2.30 -1.78
O -0.59 -3.28 -2.48
N 0.48 -1.67 -1.06
N 1.57 -2.24 -1.33
C 2.61 -1.40 -1.84
O 3.27 -1.80 -2.78
O 2.82 -0.29 -1.11
C 4.23 0.19 -1.21
C 4.42 1.11 -0.02
C 4.45 0.79 -2.57
H -4.76 -1.24 -2.84
H -3.79 -0.27 -1.68
H -3.25 -0.46 -3.36
H -2.59 -2.73 -2.99
H -4.60 -3.35 -1.51
H -3.03 -4.04 -1.09
H -3.67 -2.63 -0.15
H 4.86 -0.70 -1.07
H 5.38 1.64 -0.09
H 3.62 1.85 0.07
H 4.44 0.53 0.91
H 5.43 1.29 -2.64
H 4.40 -0.02 -3.31
H 3.66 1.53 -2.78
*
```

Computed properties:
Relative energy (zero: lowest compared OMol25 entry of this formula, charge and spin) ... 4.517 eV
Max |F| ... 0.0750 hartree/bohr
Frontier orbital gap ... 5.59 eV
Energy ... -38027.4944 eV
E_HOMO ... -7.005 eV

---

Here is one molecule with the formula C6H10O2 from the OMol25 dataset. Energies are from ωB97M-V with the def2-TZVPD basis set.

```
! wB97M-V def2-TZVPD RIJCOSX def2/J DEFGRID3
* xyz 0 1
C -0.93 -1.65 -0.32
C -1.02 -0.14 -0.34
O -2.04 0.25 -1.22
C 0.42 0.36 -1.24
C 1.74 0.56 -0.83
O 2.85 0.07 -0.91
C 0.88 1.09 0.24
C 1.00 0.48 1.60
H -0.78 -2.04 -1.33
H -0.10 -2.00 0.29
H -1.88 -2.06 0.06
H -1.27 0.24 0.65
H -2.75 0.70 -0.73
H -0.02 0.94 -2.04
H 0.77 2.17 0.26
H 1.18 -0.59 1.55
H 1.86 0.93 2.11
H 0.12 0.67 2.22
*
```

Computed properties:
Relative energy (zero: lowest compared OMol25 entry of this formula, charge and spin) ... 4.873 eV
Max |F| ... 0.0925 hartree/bohr
Frontier orbital gap ... 8.65 eV
Energy ... -10474.2969 eV
E_HOMO ... -8.429 eV

---

Here is one molecule with the formula C5H3NOS from the OMol25 dataset. Energies are from ωB97M-V with the def2-TZVPD basis set.

```
! wB97M-V def2-TZVPD RIJCOSX def2/J DEFGRID3
* xyz 0 1
C -1.88 -0.24 -0.02
C -1.83 1.13 0.03
C -0.61 -0.73 -0.06
C 0.40 0.13 -0.19
C 1.78 -0.28 -0.09
N 2.02 -1.54 0.06
O 2.78 0.44 0.09
S -0.23 1.76 0.03
H -2.76 -0.84 -0.13
H -2.72 1.77 0.07
H 3.06 -1.61 0.21
*
```

Computed properties:
Relative energy (zero: lowest compared OMol25 entry of this formula, charge and spin) ... 4.265 eV
Max |F| ... 0.0821 hartree/bohr
Frontier orbital gap (spin up / spin down) ... 8.47 / 7.17 eV
Energy ... -19601.2862 eV
E_HOMO (spin up / spin down) ... -9.644 / -9.489 eV